1.
{"formula": "C39H61BiBr2F6N4OPS", "method": "ωB97M-V/def2-TZVPD", "elements": ["Bi", "Br", "C", "Br", "H", "H", "C", "N", "C", "C", "C", "N", "C", "C", "H", "H", "H", "H", "H", "H", "H", "H", "H", "H", "H", "H", "H", "H", "H", "H", "F", "C", "C", "F", "C", "F", "C", "O", "C", "F", "C", "F", "C", "N", "C", "N", "S", "H", "H", "H", "H", "H", "H", "F", "C", "C", "C", "C", "C", "C", "H", "H", "H", "H", "C", "C", "C", "C", "C", "C", "P", "C", "C", "C", "C", "C", "C", "C", "C", "C", "C", "C", "C", "H", "H", "H", "H", "H", "H", "H", "H", "H", "H", "H", "H", "H", "H", "H", "H", "H", "H", "H", "H", "H", "H", "H", "H", "H", "H", "H", "H", "H", "H", "H", "H", "H"], "coordinates": [[-0.42970, -0.90720, -0.41262], [-0.98073, 1.97826, 2.68809], [0.40876, 2.89710, 3.65448], [2.16318, 2.19581, 3.27673], [0.22396, 2.74893, 4.70863], [0.38939, 3.94350, 3.38276], [-3.35680, 1.19819, -0.53614], [-2.60576, 0.38581, -1.48723], [-1.76849, 1.19671, -2.36452], [-3.44939, -0.53508, -2.24055], [-2.72449, -1.83181, -2.51813], [-2.22027, -2.47280, -1.27913], [-3.34277, -2.64317, -0.32726], [-1.70172, -3.82034, -1.60494], [-4.15300, 1.77961, -1.02132], [-2.67704, 1.89511, -0.04402], [-3.79667, 0.56727, 0.23804], [-2.36218, 1.88222, -2.98718], [-1.18137, 0.55354, -3.02854], [-1.06361, 1.78393, -1.77245], [-3.74546, -0.12458, -3.21672], [-4.37337, -0.71778, -1.69145], [-1.88099, -1.66900, -3.19076], [-3.40910, -2.52752, -3.01958], [-4.20728, -3.04919, -0.86273], [-3.61019, -1.69375, 0.12855], [-3.05995, -3.34662, 0.44852], [-2.51091, -4.44308, -1.99944], [-1.30785, -4.28032, -0.69869], [-0.92159, -3.73807, -2.35834], [-4.06144, -3.56209, 5.44510], [-3.47876, -2.91223, 4.44113], [-2.54325, -3.53779, 3.64490], [-2.22754, -4.81542, 3.85910], [-1.93548, -2.85392, 2.60551], [-1.10105, -3.55063, 1.80324], [-2.22425, -1.52696, 2.31290], [-1.67785, -0.79451, 1.34750], [-3.19773, -0.93234, 3.12520], [-3.56565, 0.33040, 2.86898], [-3.81152, -1.59649, 4.16581], [-4.72642, -0.97479, 4.90558], [3.28189, -4.76207, -3.56330], [2.16918, -3.89896, -3.19376], [2.00192, -2.65006, -3.62266], [2.86217, -2.18452, -4.53178], [0.75086, -1.62707, -3.07562], [3.28664, -5.62266, -2.90147], [4.22960, -4.23580, -3.43919], [3.19277, -5.11888, -4.59119], [1.46646, -4.25330, -2.56890], [3.54717, -2.77081, -4.97722], [2.75308, -1.23647, -4.85223], [4.21284, -3.30744, 3.10969], [3.19617, -2.88254, 2.34727], [2.39098, -1.86474, 2.81855], [1.34161, -1.43100, 2.02107], [1.11366, -2.00295, 0.76706], [1.95789, -3.01846, 0.32320], [2.99989, -3.47636, 1.11403], [2.58617, -1.42991, 3.79080], [0.69501, -0.64085, 2.39482], [1.80992, -3.46289, -0.65388], [3.66025, -4.27149, 0.79220], [2.13818, 3.12001, -6.00784], [1.16298, 3.90851, -5.11079], [0.90518, 3.19284, -3.77625], [2.19779, 2.54072, -3.27288], [2.57823, 1.38586, -4.22840], [2.09854, 1.63161, -5.66994], [2.01791, 1.90905, -1.54660], [2.03345, 3.42741, -0.47495], [0.60468, 3.90545, -0.16791], [0.66204, 5.17896, 0.67241], [1.26158, 6.34747, -0.13847], [2.15884, 5.85085, -1.28210], [2.95598, 4.61292, -0.87044], [3.69086, 1.19045, -1.12101], [3.75896, -0.31953, -1.39298], [4.93423, -0.95156, -0.63323], [6.18076, -0.04130, -0.64051], [6.13580, 0.92367, -1.82085], [4.95045, 1.89265, -1.67962], [3.15989, 3.48464, -5.86555], [1.89584, 3.28048, -7.05864], [0.21317, 4.05991, -5.62858], [1.57243, 4.90176, -4.91178], [0.14646, 2.41189, -3.90491], [0.50140, 3.89986, -3.05304], [2.98854, 3.29360, -3.29671], [2.13603, 0.45797, -3.85043], [3.66414, 1.25463, -4.22129], [1.07625, 1.26092, -5.79442], [2.72071, 1.06999, -6.37107], [2.40959, 3.01757, 0.46444], [0.06656, 3.11220, 0.35368], [0.04584, 4.10809, -1.08750], [1.28748, 4.97819, 1.54958], [-0.33048, 5.44570, 1.04188], [1.84221, 6.99144, 0.52512], [0.46131, 6.96548, -0.54996], [2.83989, 6.64535, -1.59146], [1.54912, 5.61530, -2.15847], [3.57902, 4.87560, -0.00965], [3.64802, 4.33603, -1.66530], [3.70044, 1.29999, -0.02904], [3.87374, -0.48636, -2.46880], [2.82831, -0.80480, -1.09956], [5.17171, -1.92468, -1.07519], [4.62578, -1.14819, 0.39750], [7.09126, -0.64079, -0.66372], [6.21732, 0.54367, 0.28331], [6.04804, 0.35472, -2.75259], [7.06446, 1.49195, -1.89321], [4.75430, 2.35530, -2.64759], [5.23618, 2.70154, -1.00281]], "homo_lumo_gap_ev": 7.372, "e_homo_ev": -10.343, "total_charge": 1, "e_tot_ev": -231788.8693}

2.
{"formula": "C3H2N2O2", "method": "ωB97M-V/def2-TZVPD", "elements": ["C", "C", "C", "H", "H", "N", "N", "O", "O"], "coordinates": [[0.94111, 0.51228, -0.65535], [-0.20042, -0.75510, 0.05451], [-0.17240, 0.53663, 0.23068], [1.76173, 0.49889, 0.01219], [1.09547, 0.89110, -1.78588], [-1.19207, -1.38579, 0.68808], [-1.07258, 0.82790, 1.12551], [0.58340, -0.87764, -0.95751], [-1.74423, -0.24827, 1.28778]], "homo_lumo_gap_ev": 11.009, "e_homo_ev": -10.465, "e_tot_ev": -10211.5383}

3.
{"formula": "C8H8N2O2S", "method": "ωB97M-V/def2-TZVPD", "elements": ["C", "C", "C", "C", "C", "C", "C", "C", "N", "N", "O", "O", "S", "H", "H", "H", "H", "H", "H", "H", "H"], "coordinates": [[0.04863, 0.54291, -2.69999], [0.01477, 1.90869, -2.33077], [-0.15176, -0.39595, -1.69960], [-0.29837, 2.27749, -1.08586], [-0.52417, 0.03449, -0.38589], [-0.65532, 1.37793, -0.10001], [3.16941, -1.01301, 1.85499], [-0.49970, -2.23748, 0.77663], [-0.63751, -0.87762, 0.69259], [-0.68205, -2.84470, 1.93351], [2.10874, -0.61516, 1.84480], [4.28660, -1.26598, 1.94294], [-1.32395, 1.89040, 1.51051], [0.24898, 0.23962, -3.68626], [0.16755, 2.69661, -3.02117], [-0.17204, -1.40715, -1.78918], [-0.16543, 3.28976, -0.80995], [-1.01787, -0.40104, 1.45250], [-0.91187, -3.82491, 1.92135], [-1.69478, 3.06579, 1.00760], [-1.30984, -2.44067, 2.67124]], "homo_lumo_gap_ev": 8.730, "e_homo_ev": -8.160, "e_tot_ev": -26334.9448}

4.
{"formula": "C10H13O2", "method": "ωB97M-V/def2-TZVPD", "elements": ["C", "C", "C", "O", "O", "H", "H", "H", "H", "H", "C", "C", "C", "C", "C", "C", "C", "H", "H", "H", "H", "H", "H", "H", "H"], "coordinates": [[0.35608, -1.45890, -2.30581], [0.38274, -1.21231, -3.80906], [-0.69201, -2.53540, -1.78990], [-0.40533, -3.05422, -0.69484], [-1.71544, -2.65194, -2.51095], [1.31304, -1.89823, -2.00665], [0.14397, -0.60902, -1.66553], [1.32632, -1.39999, -4.31667], [0.20428, -0.14725, -4.01546], [-0.55481, -1.64681, -4.17856], [-1.20595, 2.98972, 2.13407], [-1.05001, 0.51777, 1.54630], [-0.43217, 1.71586, 1.87638], [-0.25719, -0.61374, 1.31559], [0.93610, 1.70760, 2.15083], [1.13449, -0.63206, 1.48049], [1.65631, 0.53609, 1.99337], [-2.10225, 0.33430, 1.37906], [-0.74214, -1.54889, 1.05511], [-1.90013, 2.81762, 2.95494], [-1.81731, 3.28229, 1.27314], [1.49776, 2.58924, 2.43174], [1.73297, -1.48345, 1.20233], [2.73035, 0.57534, 2.16856], [-0.53964, 3.82640, 2.33151]], "homo_lumo_gap_ev": 7.178, "e_homo_ev": -4.023, "total_charge": -1, "e_tot_ev": -14677.1110}

5.
{"formula": "C8H7NO3Se", "method": "ωB97M-V/def2-TZVPD", "elements": ["C", "C", "C", "C", "C", "C", "C", "C", "N", "O", "O", "O", "Se", "H", "H", "H", "H", "H", "H", "H"], "coordinates": [[0.78502, -1.46399, -1.28308], [0.19288, -0.26776, -1.30496], [1.65184, -2.03851, -0.29748], [0.15366, 0.69864, -0.14205], [0.41272, 1.95828, -0.40250], [2.55740, -1.22696, 0.24856], [1.47350, -3.41264, 0.07367], [-0.43532, 0.37802, 1.15717], [1.25605, 2.88397, -0.33486], [2.45051, 2.62995, -0.00487], [0.68802, -4.22508, -0.36739], [1.00083, 4.16913, -0.82040], [3.65028, 0.05167, 0.45134], [0.77682, -2.26964, -2.09085], [-0.06133, 0.04906, -2.31781], [2.17263, -3.86567, 0.97741], [-0.32366, -0.69455, 1.18865], [0.02762, 0.83130, 1.93999], [-1.38982, 0.86838, 1.26147], [1.71770, 4.84652, -0.72028]], "homo_lumo_gap_ev": 7.634, "e_homo_ev": -8.552, "e_tot_ev": -81379.1036}

6.
{"formula": "C43H45BrN9O12", "method": "ωB97M-V/def2-TZVPD", "elements": ["C", "C", "Br", "C", "C", "C", "N", "C", "N", "N", "C", "H", "H", "H", "H", "H", "H", "H", "H", "H", "H", "H", "H", "H", "H", "H", "C", "C", "C", "C", "C", "C", "N", "O", "O", "H", "H", "H", "H", "H", "C", "C", "C", "C", "C", "C", "N", "O", "O", "H", "H", "H", "H", "H", "C", "C", "C", "C", "C", "C", "N", "O", "O", "H", "H", "H", "H", "H", "C", "C", "C", "C", "C", "C", "N", "O", "O", "H", "H", "H", "H", "H", "C", "C", "C", "C", "C", "C", "N", "O", "O", "H", "H", "H", "H", "H", "C", "C", "C", "C", "C", "C", "N", "O", "O", "H", "H", "H", "H", "H"], "coordinates": [[0.14797, 2.15830, 5.28440], [0.77079, 1.02312, 4.47604], [2.06880, 0.07818, 5.58582], [1.43151, 1.45606, 3.19572], [0.42553, 2.04485, 2.19515], [0.83823, 3.38904, 1.66718], [0.05826, 3.77573, 0.44620], [-0.92881, 2.84908, 0.20715], [-2.15790, 3.22469, 0.30484], [-0.57073, 1.60201, -0.07405], [0.29699, 1.06044, 1.02900], [-0.85884, 2.31723, 4.91622], [0.04451, 1.88066, 6.31550], [0.72196, 3.06684, 5.17208], [-0.01316, 0.32858, 4.22043], [2.28986, 2.09583, 3.35502], [1.80525, 0.55103, 2.72906], [-0.54145, 2.06060, 2.69171], [0.81644, 4.16966, 2.41217], [1.87053, 3.31023, 1.35029], [0.67727, 3.82210, -0.35296], [-2.91815, 2.55724, 0.28940], [-2.40708, 4.19119, 0.47999], [-1.42367, 1.04420, -0.10634], [1.30102, 0.88271, 0.67251], [-0.14635, 0.16913, 1.43629], [1.99346, -3.25519, -3.02096], [1.21426, -2.35094, -2.31205], [1.75007, -1.13898, -1.91600], [3.06460, -0.84832, -2.23922], [3.85552, -1.73961, -2.94111], [3.31175, -2.95093, -3.33206], [3.63525, 0.44011, -1.83153], [2.92261, 1.19937, -1.18400], [4.77636, 0.69036, -2.15069], [1.57160, -4.20148, -3.33178], [0.18887, -2.59018, -2.06650], [1.14479, -0.43579, -1.36398], [4.88082, -1.50105, -3.18134], [3.91684, -3.65874, -3.88063], [-6.27310, 5.31562, -3.76177], [-5.14109, 6.11227, -3.65109], [-4.49166, 6.23033, -2.43400], [-4.98864, 5.53936, -1.34226], [-6.12036, 4.74556, -1.43224], [-6.76394, 4.63684, -2.65301], [-4.29081, 5.64197, -0.05685], [-3.30259, 6.34885, 0.00613], [-4.72044, 4.98770, 0.88167], [-6.77585, 5.22438, -4.71514], [-4.76378, 6.64154, -4.51449], [-3.61229, 6.85100, -2.34524], [-6.50059, 4.22038, -0.56800], [-7.64968, 4.02300, -2.74130], [-6.49647, 0.08821, -1.97887], [-6.42940, -1.28989, -1.83275], [-5.21604, -1.90390, -1.56425], [-4.08432, -1.12165, -1.43923], [-4.13335, 0.25390, -1.59021], [-5.34744, 0.86023, -1.86264], [-2.79828, -1.76866, -1.13566], [-2.77386, -2.97359, -1.05519], [-1.81917, -1.04560, -0.98286], [-7.44629, 0.56238, -2.18653], [-7.32391, -1.88884, -1.92732], [-5.16238, -2.97656, -1.45213], [-3.23611, 0.85087, -1.50867], [-5.39989, 1.93444, -1.98682], [0.89124, 2.71825, -3.06787], [1.95484, 2.86658, -3.94606], [1.74798, 2.73241, -5.30982], [0.47410, 2.45440, -5.77021], [-0.59359, 2.29745, -4.90803], [-0.37861, 2.43049, -3.54670], [0.24336, 2.33112, -7.21980], [1.20387, 2.45385, -7.95224], [-0.89683, 2.11672, -7.58792], [1.05646, 2.82398, -2.00611], [2.94434, 3.08722, -3.56885], [2.57173, 2.84591, -5.99866], [-1.58031, 2.07516, -5.28629], [-1.20546, 2.31007, -2.85801], [5.55777, -2.49018, 4.11430], [4.58740, -1.57607, 3.72951], [3.96606, -1.70103, 2.50026], [4.32074, -2.74363, 1.66758], [5.28908, -3.66298, 2.03139], [5.90939, -3.53087, 3.26411], [3.64226, -2.87703, 0.36950], [2.81092, -2.03131, 0.07402], [3.94588, -3.81677, -0.33734], [6.03802, -2.39574, 5.07872], [4.29597, -0.75645, 4.37178], [3.21151, -0.98907, 2.20040], [5.55958, -4.47290, 1.37049], [6.66372, -4.24277, 3.56415], [0.65761, -8.21302, 3.81706], [2.00891, -8.42078, 3.57742], [2.94062, -7.48915, 4.00396], [2.50116, -6.35999, 4.66997], [1.15887, -6.13383, 4.91194], [0.23355, -7.06937, 4.48027], [3.48880, -5.37910, 5.14253], [4.66097, -5.59439, 4.89670], [3.07794, -4.40645, 5.74920], [-0.06721, -8.94543, 3.48733], [2.33762, -9.31123, 3.06019], [3.99238, -7.64816, 3.81937], [0.83302, -5.24494, 5.43098], [-0.81953, -6.90846, 4.66452]], "homo_lumo_gap_ev": 7.792, "e_homo_ev": -11.223, "total_charge": 1, "e_tot_ev": -153322.5490}

Ordered relative energy (zero: lowest compared OMol25 entry of this formula, charge and spin) results: 65.37 641.70 64.24 47.76 381.23 9.04; unit kJ/mol.